A structure of composition C18H32IrN4S4. Source: OMol25; level of theory: ωB97M-V with the def2-TZVPD basis set.

ORCA input file:
```
! RIJCOSX wB97M-V def2-TZVPD def2/J DEFGRID3
* xyz -1 5
Ir 1.0538 0.7535 0.3622
C -1.9181 -1.7552 1.7899
C -0.8249 -1.1463 2.6626
N -0.3979 0.2030 2.2813
C -1.4411 1.2170 2.3200
C -2.2088 1.3049 0.9901
N -1.3774 1.0058 -0.1834
C -2.0307 0.1177 -1.1496
C -2.4628 -1.2481 -0.5752
N -1.5859 -1.8685 0.3870
H -2.8392 -1.1768 1.9257
H -2.1367 -2.7436 2.2221
H 0.0600 -1.7809 2.6437
H -1.2090 -1.1402 3.6951
H 0.3705 0.4719 2.8844
H -0.9622 2.1730 2.5151
H -2.1645 1.0310 3.1279
H -2.6508 2.3026 0.9127
H -3.0358 0.5981 0.9967
H -1.1216 1.8695 -0.6508
H -1.3392 -0.0267 -1.9780
H -2.9380 0.5905 -1.5592
H -2.5976 -1.9058 -1.4432
H -3.4590 -1.1583 -0.1302
H -0.5927 -1.6781 0.2076
S 2.9637 1.1878 -0.7665
S 4.1383 1.7893 0.6935
S 1.9465 4.4660 0.9769
S 0.5376 3.1110 0.7283
C 0.0647 -2.3711 -2.7319
C 1.3416 -1.5809 -3.0236
C 1.0630 -0.0931 -3.2251
C 2.4269 -1.9290 -2.0177
C 3.5873 -2.5006 -2.5237
C 4.5931 -2.9887 -1.7101
C 4.3807 -2.9727 -0.3419
C 3.2355 -2.4300 0.2213
C 3.0331 -2.6351 1.7127
C 1.8419 -3.5737 1.9429
C 2.9650 -1.3678 2.5626
C 2.2629 -1.8001 -0.6105
N 1.1839 -1.1730 -0.0433
H -0.6906 -2.1891 -3.5020
H -0.3468 -2.0936 -1.7624
H 0.2763 -3.4411 -2.6999
H 1.7211 -1.9432 -3.9858
H 0.7630 0.3939 -2.2969
H 0.2647 0.0395 -3.9622
H 1.9531 0.4216 -3.5885
H 3.6982 -2.5629 -3.6016
H 5.4994 -3.4051 -2.1312
H 5.1218 -3.4098 0.3197
H 3.9251 -3.1740 2.0514
H 0.9375 -3.1707 1.4850
H 1.6631 -3.7312 3.0104
H 2.0370 -4.5428 1.4805
H 2.2377 -0.6587 2.1688
H 3.9287 -0.8577 2.5795
H 2.6883 -1.6160 3.5923
*
```

Output
- Kohn-Sham gap (alpha / beta) (eV) = 6.346 / 5.684
- highest occupied orbital energy (alpha / beta) (eV) = -3.76 / -3.61
- <S²> = 6.022

In the Mulliken picture, each atom carries the following charge in e: atom 1 (Ir): 2.6011, atom 2 (C): -0.8778, atom 3 (C): -0.5513, atom 4 (N): -0.2611, atom 5 (C): -1.1996, atom 6 (C): -0.7219, atom 7 (N): -0.4077, atom 8 (C): -0.3541, atom 9 (C): -1.3789, atom 10 (N): 0.2972, atom 11 (H): 0.3505, atom 12 (H): 0.4552, atom 13 (H): -0.2261, atom 14 (H): 0.5273, atom 15 (H): 0.3935, atom 16 (H): 0.3688, atom 17 (H): 0.4617, atom 18 (H): 0.4030, atom 19 (H): 0.4616, atom 20 (H): 0.4134, atom 21 (H): -0.0411, atom 22 (H): 0.4401, atom 23 (H): 0.4920, atom 24 (H): 0.4666, atom 25 (H): -0.1546, atom 26 (S): -0.2162, atom 27 (S): -0.2537, atom 28 (S): -0.2559, atom 29 (S): -0.3643, atom 30 (C): -1.6008, atom 31 (C): 0.6804, atom 32 (C): -1.5389, atom 33 (C): 0.8099, atom 34 (C): -0.7768, atom 35 (C): -1.2764, atom 36 (C): -0.7321, atom 37 (C): 0.4458, atom 38 (C): 0.4636, atom 39 (C): -1.5923, atom 40 (C): -1.1223, atom 41 (C): 0.0680, atom 42 (N): -1.4781, atom 43 (H): 0.4227, atom 44 (H): 0.4429, atom 45 (H): 0.4356, atom 46 (H): 0.4976, atom 47 (H): 0.0422, atom 48 (H): 0.4603, atom 49 (H): 0.2868, atom 50 (H): 0.3449, atom 51 (H): 0.3444, atom 52 (H): 0.3287, atom 53 (H): 0.5330, atom 54 (H): 0.3208, atom 55 (H): 0.4017, atom 56 (H): 0.3926, atom 57 (H): -0.1829, atom 58 (H): 0.3065, atom 59 (H): 0.4044

***

The molecule C3H6N2 at a distorted geometry. Source: OMol25; level of theory: ωB97M-V with the def2-TZVPD basis set.

ORCA input file:
```
! RIJCOSX wB97M-V def2-TZVPD def2/J DEFGRID3
* xyz 0 1
C 1.5371 0.6987 0.3284
C 0.6757 -0.3618 0.9062
C -2.0714 -0.3791 -1.0222
H 1.2219 0.9350 -0.7265
H 2.6406 0.3407 0.3611
H 1.4470 1.6423 0.9818
H 1.0430 -0.9555 1.7296
H -2.5222 0.0735 -1.9015
H -2.5737 -1.2388 -0.5146
N -0.4624 -0.7708 0.4787
N -0.9357 0.0157 -0.6210
*
```

Output
- Kohn-Sham gap (eV) = 10.219
- highest occupied orbital energy (eV) = -9.26
- structure (SMILES) = C=N/N=C\C

In the Mulliken picture, each atom carries the following charge in e: atom 1 (C): -0.7025, atom 2 (C): 0.0011, atom 3 (C): -0.3015, atom 4 (H): 0.2990, atom 5 (H): 0.2565, atom 6 (H): 0.2064, atom 7 (H): 0.3683, atom 8 (H): 0.2582, atom 9 (H): 0.3003, atom 10 (N): -0.4217, atom 11 (N): -0.2640

***

A structure of composition C19H24AuFN4O4 at a distorted geometry. Source: OMol25; level of theory: ωB97M-V with the def2-TZVPD basis set.

ORCA input file:
```
! RIJCOSX wB97M-V def2-TZVPD def2/J DEFGRID3
* xyz 0 1
Au -0.1101 -4.8369 0.0117
C 4.0495 1.6676 0.9176
C 3.7363 1.2749 -0.5256
N 2.6832 0.2708 -0.5820
C 3.0625 -1.0494 -0.4776
C 2.2390 -2.0881 -0.2310
C 2.9123 -3.4806 -0.1801
O 4.0877 -3.4644 0.2225
O 2.2292 -4.4361 -0.5991
C 0.8365 -1.8403 -0.0223
O -0.0205 -2.6574 0.3275
C 0.4283 -0.4378 -0.1830
C -0.9123 -0.1105 0.0112
C -1.3271 1.1931 -0.0410
F -2.6325 1.4630 0.2278
C -0.4478 2.2268 -0.3489
C 0.8898 1.9054 -0.5433
C 1.3560 0.5911 -0.4395
N -0.8100 3.6166 -0.4342
C -2.2221 3.9445 -0.6124
C -2.2979 5.3682 -1.2237
N -0.9316 5.9515 -1.1126
C -0.4924 5.9139 0.3114
C -0.2348 4.4262 0.6440
H 4.8888 2.3623 0.9569
H 4.3077 0.7761 1.4886
H 3.1817 2.1330 1.3885
H 4.6237 0.8424 -0.9842
H 3.4607 2.1496 -1.1149
H 4.1212 -1.2457 -0.5916
H -1.6065 -0.9072 0.2477
H 1.5696 2.7075 -0.7942
H -2.7762 3.9067 0.3305
H -2.6720 3.2276 -1.2907
H -3.0023 6.0013 -0.6890
H -2.5823 5.3394 -2.2737
H -0.8668 6.8774 -1.5271
H -0.3285 5.2685 -1.5957
H -1.2851 6.3345 0.9266
H 0.4025 6.5188 0.4367
H -0.6629 4.1766 1.6219
H 0.8323 4.2233 0.6871
N -4.3545 -6.8449 1.0770
C -3.2005 -6.3149 0.5570
O -3.2612 -5.3136 -0.1262
C -1.9481 -7.1137 0.9234
C -0.6659 -6.8384 0.1065
H -5.2198 -6.3616 0.9160
H -4.3387 -7.5980 1.7398
H -2.2431 -8.1715 0.8571
H -1.7483 -6.8956 1.9777
H -0.8352 -7.2144 -0.9081
H 0.1384 -7.4374 0.5388
*
```

Output
- Kohn-Sham gap (eV) = 3.267
- highest occupied orbital energy (eV) = -5.06

In the Mulliken picture, each atom carries the following charge in e: atom 1 (Au): 0.3048, atom 2 (C): -0.9711, atom 3 (C): -0.8872, atom 4 (N): 0.0612, atom 5 (C): -0.1164, atom 6 (C): -0.1947, atom 7 (C): 0.1982, atom 8 (O): -0.7357, atom 9 (O): -0.6685, atom 10 (C): 1.2675, atom 11 (O): -0.9997, atom 12 (C): 0.5170, atom 13 (C): -0.8989, atom 14 (C): 0.9458, atom 15 (F): -0.3521, atom 16 (C): -0.9291, atom 17 (C): -0.6529, atom 18 (C): -0.1337, atom 19 (N): 0.1818, atom 20 (C): -0.5736, atom 21 (C): -0.9039, atom 22 (N): -0.1045, atom 23 (C): -0.6448, atom 24 (C): -0.4277, atom 25 (H): 0.4035, atom 26 (H): 0.3197, atom 27 (H): 0.2424, atom 28 (H): 0.5137, atom 29 (H): 0.3189, atom 30 (H): 0.4504, atom 31 (H): 0.6146, atom 32 (H): 0.3985, atom 33 (H): 0.4418, atom 34 (H): 0.4801, atom 35 (H): 0.3485, atom 36 (H): 0.3996, atom 37 (H): 0.2893, atom 38 (H): 0.3912, atom 39 (H): 0.3043, atom 40 (H): 0.4206, atom 41 (H): 0.4024, atom 42 (H): 0.2682, atom 43 (N): -0.3883, atom 44 (C): 0.5624, atom 45 (O): -0.5818, atom 46 (C): -0.5880, atom 47 (C): -1.0678, atom 48 (H): 0.2308, atom 49 (H): 0.1814, atom 50 (H): 0.3350, atom 51 (H): 0.2832, atom 52 (H): 0.3544, atom 53 (H): 0.3894

***

A cluster of 3 separate species, CH4N2O2S in total at a distorted geometry. Source: OMol25; level of theory: ωB97M-V with the def2-TZVPD basis set.

ORCA input file:
```
! RIJCOSX wB97M-V def2-TZVPD def2/J DEFGRID3
* xyz 0 1
C -3.0414 -0.3599 -1.0639
N -2.6812 0.5342 -0.4762
N 0.4936 0.7459 1.0886
O 1.9175 -0.5003 -1.6987
O 3.3370 -1.1911 0.0327
S 1.9683 -1.1828 -0.4876
H -3.1391 -1.4077 -1.4070
H 1.0003 1.5548 0.9093
H 0.6300 0.7892 2.1762
H -0.4851 1.0178 0.9266
*
```

Output
- Kohn-Sham gap (eV) = 10.517
- highest occupied orbital energy (eV) = -10.76

In the Mulliken picture, each atom carries the following charge in e: atom 1 (C): 0.0901, atom 2 (N): -0.3535, atom 3 (N): -0.7023, atom 4 (O): -0.3574, atom 5 (O): -0.4422, atom 6 (S): 0.7403, atom 7 (H): 0.2531, atom 8 (H): 0.2552, atom 9 (H): 0.2570, atom 10 (H): 0.2598

***

The molecule C2H7N at a distorted geometry. Source: OMol25; level of theory: ωB97M-V with the def2-TZVPD basis set.

ORCA input file:
```
! RIJCOSX wB97M-V def2-TZVPD def2/J DEFGRID3
* xyz 0 1
C 0.1807 0.2597 1.1460
C 0.0854 -0.3964 -0.2509
H 0.9553 -0.3259 1.8078
H 0.7546 1.1972 1.2103
H -0.8877 0.3182 1.6755
H 0.9006 -0.9554 -0.5351
H -0.7978 -1.1829 -0.1077
H -1.0941 0.7002 -1.3879
H -0.0490 -0.1530 -2.2025
N -0.0480 0.5383 -1.3556
*
```

Output
- Kohn-Sham gap (eV) = 10.940
- highest occupied orbital energy (eV) = -9.87
- structure (SMILES) = CCN

In the Mulliken picture, each atom carries the following charge in e: atom 1 (C): -0.9495, atom 2 (C): -0.3410, atom 3 (H): 0.2542, atom 4 (H): 0.3247, atom 5 (H): 0.2288, atom 6 (H): 0.4121, atom 7 (H): 0.2086, atom 8 (H): 0.2613, atom 9 (H): 0.2682, atom 10 (N): -0.6673

***

The molecule C3H6FN at a distorted geometry. Source: OMol25; level of theory: ωB97M-V with the def2-TZVPD basis set.

ORCA input file:
```
! RIJCOSX wB97M-V def2-TZVPD def2/J DEFGRID3
* xyz 0 1
C 0.6553 0.4372 -0.3724
C -0.2874 1.1764 0.5310
C -0.7487 0.1971 -0.4777
H 0.9774 -1.1896 0.7023
H 2.3879 -0.3084 0.4385
H 1.0659 0.9754 -1.2050
H -0.3966 0.6854 1.5529
H -0.5844 2.1697 0.3839
H -1.4046 0.4698 -1.3006
N 1.4922 -0.6116 0.0174
F -1.1340 -1.0428 0.1356
*
```

Output
- Kohn-Sham gap (eV) = 10.272
- highest occupied orbital energy (eV) = -9.12
- structure (SMILES) = N[C@@H]1C[C@@H]1F

In the Mulliken picture, each atom carries the following charge in e: atom 1 (C): -0.2996, atom 2 (C): -0.6105, atom 3 (C): 0.1303, atom 4 (H): 0.2570, atom 5 (H): 0.2387, atom 6 (H): 0.3491, atom 7 (H): 0.2220, atom 8 (H): 0.2969, atom 9 (H): 0.3313, atom 10 (N): -0.5853, atom 11 (F): -0.3299